(1)
41
Properties=species:S:1:pos:R:3:forces:R:3:nbo_charge:R:1 method="wB97M-V/def2-TZVPD" gap_ev=8.56 homo_energy_ev=-8.41
O 0.42684 -1.76575 -3.39444 -0.7024 1.0815 0.8253 -0.645
C 0.69768 -1.28712 -2.25645 0.5370 -4.3866 -6.1145 0.542
N 1.89604 -1.32729 -1.86728 10.6891 0.0618 2.3583 -0.356
C 3.17110 -1.75580 -2.57556 -1.6844 1.3434 0.2196 0.099
C 3.36924 -2.03603 -3.86385 -3.4995 -3.8055 -6.6319 -0.190
C 4.57992 -2.64304 -4.38804 0.0272 0.8109 1.4305 -0.203
C 5.75726 -2.70789 -3.54437 -6.7679 1.6393 -3.3400 -0.209
C 5.57319 -2.04236 -2.41467 3.6879 -1.2535 5.4331 -0.214
C 4.36669 -1.70658 -1.91280 -2.8376 1.4095 4.2468 -0.005
C 3.99275 -1.24788 -0.39623 1.3582 0.7828 -4.2271 -0.470
H 4.13262 -2.12918 0.13882 0.8539 -0.7462 1.7523 0.238
H 4.57251 -0.35299 -0.36395 1.0434 0.1841 1.4524 0.247
C 2.59827 -0.85600 -0.43808 -2.8535 -6.9932 -2.2204 -0.174
H 2.17270 -0.00338 -0.39277 -1.3555 6.6402 0.8673 0.217
H 1.96013 -1.49208 0.15331 0.1719 -0.1795 1.1141 0.195
H 6.49822 -2.23419 -1.67876 -2.0815 1.3717 -1.1752 0.206
H 6.65462 -2.84491 -3.91567 4.2629 -1.5499 -1.6842 0.207
H 4.61057 -2.99873 -5.41486 -0.1705 0.1174 0.2132 0.218
H 2.22438 -2.18937 -4.59055 4.0352 0.8159 2.2329 0.267
C -0.28464 -0.99159 -1.35562 -3.8578 1.9340 3.1972 -0.211
O 0.11173 0.51523 -0.98986 -1.7413 -5.1246 -1.1901 -0.294
N -0.72253 0.88399 -0.10557 -2.5253 5.4120 4.3153 -0.079
C -1.86420 0.51136 0.38668 4.3613 -1.3205 -2.2800 -0.012
C -2.57366 1.15897 1.41484 5.7265 7.6329 -0.3787 -0.186
C -3.79176 0.96274 1.74018 -8.1502 -7.2864 6.7346 -0.113
C -4.54187 1.51893 2.92325 10.7165 5.0652 -4.8381 -0.220
C -3.95573 2.80874 3.40735 -6.3313 -4.9887 -1.5771 0.277
C -3.06219 3.33665 2.61475 7.5258 0.7777 -1.7575 -0.261
C -2.11661 2.51736 1.82870 -4.9542 -0.5444 1.3348 -0.103
H -1.30727 3.02801 1.43983 1.7013 0.4787 -0.8702 0.220
H -2.72957 4.34942 2.94064 -0.1980 -0.5773 -0.8196 0.223
O -4.68925 3.66289 4.14711 -2.0346 -0.4837 2.9750 -0.512
C -5.88760 3.09289 4.82603 7.3572 2.3225 4.6609 0.811
F -6.74792 2.84021 4.05076 -6.5899 -3.3838 -7.3661 -0.273
F -5.54957 1.97785 5.57535 0.0411 0.7870 -0.6066 -0.351
H -6.36255 3.82159 5.41605 1.0012 1.5329 2.0027 0.123
H -5.34970 1.17978 3.24383 -6.7361 -3.3213 2.5886 0.181
H -4.06812 -0.44399 1.77834 0.2601 4.2472 -0.9801 0.164
H -2.19096 -0.43055 0.16212 -1.4504 -2.6273 -0.9562 0.162
H -1.23414 -1.03609 -1.99886 0.9479 0.3809 1.6162 0.257
H -0.33664 -1.64381 -0.32971 0.2166 1.7428 -2.5576 0.226

***

(2)
56
Properties=species:S:1:pos:R:3:forces:R:3:nbo_charge:R:1 method="wB97M-V/def2-TZVPD" relative_energy_kcal_mol=3.3 gap_ev=8.71 smiles="CCCn1c(SCC(=O)N[C@H](C)[C@]23C[C@H]4C[C@H](C[C@H](C4)C2)C3)n[nH]c1=O" homo_energy_ev=-8.36
C -1.93225 1.16511 -2.31927 -0.1447 -0.0043 -0.1966 -0.615
C -2.49080 0.68626 -3.65268 0.1763 -0.1274 0.0944 -0.406
C -1.66118 -0.44920 -4.25557 -0.5380 0.1963 -0.0834 -0.211
N -0.32993 -0.01301 -4.59021 0.4514 0.1053 -0.0893 -0.435
C 0.83013 -0.20174 -3.89874 0.7991 0.3076 -0.3424 0.212
S 0.91788 -1.15374 -2.44879 -0.0545 -0.2617 0.3297 0.247
C 2.67108 -0.89284 -2.00164 -0.2157 0.1123 -0.1299 -0.614
C 2.77150 -0.19751 -0.64689 -0.0388 -0.3212 -0.5681 0.673
O 3.27185 0.89631 -0.51761 0.1431 0.3679 0.0143 -0.607
N 2.26281 -0.92720 0.36246 -0.1338 -0.2999 0.3437 -0.624
C 2.19354 -0.45929 1.73327 -0.0370 0.0536 0.2553 -0.048
C 2.97430 -1.43363 2.61422 -0.0772 0.2676 -0.0967 -0.616
C 0.72315 -0.21243 2.16308 0.4131 0.0413 -0.1653 0.003
C -0.09413 -1.50731 2.23150 -0.0406 0.1310 0.1099 -0.428
C -1.53577 -1.19486 2.63766 -0.1920 -0.2784 -0.0188 -0.203
C -1.54920 -0.52530 4.01026 0.0554 0.0184 -0.0459 -0.405
C -0.75083 0.77521 3.94244 -0.0051 0.1429 0.2727 -0.206
C -1.38501 1.71264 2.91812 0.0117 -0.0552 -0.0142 -0.405
C -1.37201 1.03780 1.54891 -0.1023 0.1708 -0.1824 -0.209
C -2.17165 -0.26205 1.60954 0.0479 0.0295 0.0351 -0.404
C 0.06663 0.72781 1.14226 -0.1403 -0.0141 0.0838 -0.423
C 0.69042 0.46512 3.53820 -0.1348 -0.0706 -0.0301 -0.411
N 1.84318 0.36999 -4.46918 0.1458 -0.2410 0.4775 -0.327
N 1.32494 0.97518 -5.57858 -0.2523 -0.1130 0.1139 -0.437
C -0.01929 0.77123 -5.70248 0.2332 0.0495 -0.1038 0.733
O -0.77247 1.15576 -6.56193 -0.5716 0.1745 -0.4178 -0.640
H -2.56381 1.94711 -1.90603 -0.0204 0.0878 0.0998 0.217
H -0.92928 1.56971 -2.43691 0.1232 0.0427 0.0583 0.210
H -1.88951 0.34316 -1.60808 0.0398 -0.0614 0.1663 0.200
H -2.51644 1.51088 -4.36705 -0.0817 -0.0480 -0.0539 0.222
H -3.51090 0.32403 -3.51690 -0.0563 0.0129 -0.0678 0.207
H -2.13228 -0.79541 -5.18005 0.0792 -0.0835 0.1327 0.230
H -1.57350 -1.28249 -3.55292 -0.0583 -0.0008 -0.1191 0.208
H 3.10105 -0.27102 -2.78428 0.0996 -0.0570 0.1516 0.293
H 3.15155 -1.87104 -1.97597 0.0260 0.0540 -0.0371 0.236
H 1.84521 -1.82302 0.16428 0.0823 0.0398 -0.0763 0.391
H 2.70826 0.50828 1.73229 -0.1134 -0.1099 0.0039 0.235
H 3.99810 -1.49893 2.25272 0.0687 -0.0227 -0.0076 0.221
H 3.00056 -1.09273 3.64382 0.0040 -0.0349 0.1633 0.215
H 2.53631 -2.42832 2.58173 -0.0278 -0.1427 0.0399 0.199
H -0.09721 -2.00507 1.25838 0.0207 -0.0920 -0.0899 0.195
H 0.34040 -2.18963 2.96432 0.0568 -0.0911 0.0053 0.207
H -2.10482 -2.13090 2.68289 0.0420 0.0582 -0.0022 0.208
H -2.57794 -0.31623 4.31145 -0.0530 -0.0153 0.0467 0.207
H -1.11165 -1.19339 4.75589 -0.0099 -0.0398 0.0655 0.203
H -0.75085 1.25545 4.92751 0.0068 -0.0310 -0.0583 0.210
H -2.41120 1.94584 3.21077 -0.0492 0.0573 0.0265 0.204
H -0.82667 2.65017 2.87537 -0.0023 0.0817 0.0069 0.206
H -1.81798 1.70815 0.80631 0.0222 -0.0308 0.0204 0.211
H -2.17990 -0.74260 0.62815 -0.0366 -0.0249 -0.0771 0.200
H -3.20674 -0.05214 1.88763 -0.0793 -0.0108 -0.0185 0.206
H 0.64355 1.65223 1.07287 0.0901 0.0645 -0.0403 0.217
H 0.06813 0.26281 0.15431 0.0318 0.0154 -0.0576 0.217
H 1.27297 1.38830 3.50521 0.1023 0.0593 0.0040 0.209
H 1.13468 -0.18793 4.29113 0.0798 -0.0151 0.0562 0.203
H 1.92305 1.50636 -6.18717 -0.1855 -0.0437 0.0128 0.420

***

(3)
45
Properties=species:S:1:pos:R:3:forces:R:3:nbo_charge:R:1 method="wB97M-V/def2-TZVPD" relative_energy_kcal_mol=0.2 gap_ev=8.64 smiles="CCCc1cc(=O)oc2c(C)c(O[C@H]3CCCCC3=O)ccc12" homo_energy_ev=-8.46
C 3.32995 -3.43771 -2.99055 0.0339 0.2247 0.0294 -0.611
C 3.69922 -2.33983 -2.00181 0.0031 -0.1584 -0.0038 -0.384
C 3.34874 -2.72365 -0.55553 0.0126 0.1305 -0.1335 -0.442
C 1.86712 -2.82948 -0.36011 -0.0768 -0.6700 0.1164 0.115
C 1.25882 -4.03696 -0.33574 0.3406 0.3984 0.0004 -0.350
C -0.17298 -4.19412 -0.20419 -0.1948 -0.6965 -0.0224 0.739
O -0.76432 -5.24625 -0.18593 0.1814 0.4135 0.0039 -0.568
O -0.90899 -3.04481 -0.09968 -0.2361 0.0255 0.0317 -0.478
C -0.33966 -1.81666 -0.10958 0.4726 0.8449 -0.0390 0.412
C -1.20300 -0.72670 0.00707 -0.0702 -0.0511 0.0121 -0.137
C -2.68267 -0.91653 0.13699 0.0422 -0.0357 -0.0509 -0.636
C -0.66164 0.56212 0.00779 0.2926 -0.5832 -0.0349 0.404
O -1.56862 1.56693 0.12657 -0.1575 -0.0796 0.0696 -0.516
C -1.13718 2.91324 0.05483 0.1681 0.5719 -0.5296 -0.015
C -2.40196 3.78401 0.00501 0.0039 -0.4332 0.0617 -0.404
C -3.22050 3.59698 1.27933 0.0082 0.2448 -0.0052 -0.406
C -2.39723 3.95836 2.51033 -0.1427 -0.2211 0.0011 -0.384
C -1.11630 3.11247 2.56656 0.1224 0.2266 0.3124 -0.523
C -0.35586 3.35145 1.29522 -0.1168 -0.4437 0.0368 0.591
O 0.70894 3.90869 1.22107 0.1087 0.1298 -0.0569 -0.529
C 0.71768 0.74640 -0.10028 -0.1255 0.4041 0.0194 -0.356
C 1.55263 -0.34011 -0.21928 -0.1937 -0.3460 0.0100 -0.099
C 1.05251 -1.64497 -0.23432 -0.4296 0.1887 0.0393 -0.217
H 2.26087 -3.63537 -2.96617 -0.0772 -0.0715 -0.0601 0.211
H 3.60082 -3.14188 -4.00125 -0.0031 -0.0392 -0.1100 0.214
H 3.85458 -4.36019 -2.75180 0.0382 -0.1423 -0.0022 0.202
H 3.17890 -1.41945 -2.27304 0.0792 0.0658 0.0044 0.202
H 4.77302 -2.14922 -2.05844 -0.0223 0.0894 0.0135 0.207
H 3.80916 -3.68616 -0.32684 0.0114 0.0208 0.0648 0.217
H 3.76180 -1.98024 0.12819 0.0216 -0.0499 0.0651 0.220
H 1.81686 -4.95589 -0.42285 0.0391 -0.0684 0.0020 0.231
H -3.20397 -0.22762 -0.52424 -0.0941 0.0017 -0.0041 0.225
H -2.99972 -0.70279 1.15725 -0.1062 0.0128 0.0608 0.221
H -2.95477 -1.93844 -0.10599 -0.0951 0.0019 0.0126 0.240
H -0.52749 3.07697 -0.84530 -0.0207 -0.0656 0.2105 0.204
H -2.99029 3.49735 -0.86782 0.0626 0.0547 -0.0739 0.225
H -2.10064 4.82725 -0.10564 0.0378 0.0302 -0.0437 0.215
H -3.53862 2.55554 1.34358 -0.0985 -0.0016 0.0213 0.212
H -4.11225 4.22410 1.23304 -0.0527 -0.0657 -0.0054 0.217
H -2.97984 3.78937 3.41729 0.0240 0.0775 0.0129 0.218
H -2.12485 5.01583 2.47652 -0.0152 0.0481 0.0522 0.202
H -0.50413 3.38704 3.42579 0.0568 -0.0638 -0.0786 0.234
H -1.38448 2.05628 2.62975 0.0055 -0.0420 0.0239 0.231
H 1.14637 1.73479 -0.08133 0.0324 0.1214 -0.0096 0.236
H 2.61396 -0.17015 -0.29448 0.1297 0.0004 -0.0244 0.209

***

(4)
13
Properties=species:S:1:pos:R:3:forces:R:3:nbo_charge:R:1 method="wB97M-V/def2-TZVPD" relative_energy_kcal_mol=8.9 gap_ev=10.19 homo_energy_ev=-11.08
B -1.45356 -0.13995 -0.30868 -1.6909 -0.9573 -0.2842 0.940
C -0.70458 1.17761 -0.88345 -0.5412 2.9079 -1.3612 0.697
C 2.62408 0.26000 0.86609 -1.9909 -0.2936 -0.2828 0.633
C -0.84468 -1.53175 0.32264 0.4825 0.3027 -3.5270 0.719
F 0.19964 1.12808 -1.92044 -1.0524 -0.6707 1.5774 -0.313
F -1.69452 2.08180 -1.34233 1.0546 -1.5493 0.4144 -0.344
F -0.13762 1.85639 0.14048 0.1777 -0.7685 -0.2411 -0.312
F 3.68952 0.50938 1.49241 1.6063 0.3138 0.3945 -0.303
F -2.79859 -0.08593 -0.22312 1.9125 0.1553 -0.1882 -0.439
F 2.91711 0.20817 -0.40043 0.4550 0.0577 -0.0643 -0.326
F 0.49309 -1.63145 0.18583 -0.2194 0.0026 0.4672 -0.324
F -1.33203 -2.67869 -0.29723 0.0292 1.2401 0.9095 -0.337
F -1.19765 -1.48710 1.56162 -0.2231 -0.7409 2.1859 -0.290

***

(5)
12
Properties=species:S:1:pos:R:3:forces:R:3:nbo_charge:R:1 method="wB97M-V/def2-TZVPD" relative_energy_kcal_mol=27.6 gap_ev=8.84 smiles="C=N/C(C)=C/I" homo_energy_ev=-8.44
C -0.66241 -0.20577 1.65855 0.9705 -0.3093 2.3633 -0.014
N 0.44733 -0.45535 1.12789 0.8286 -0.5268 0.2508 -0.413
C 0.73922 -0.62345 -0.22168 0.9794 0.9829 -2.1379 0.116
C 0.05776 0.39933 -1.20030 -0.9888 0.3110 0.6957 -0.681
C 1.77181 -1.43524 -0.64890 -1.5527 -0.7636 1.6593 -0.396
I 2.14000 -1.80560 -2.66154 0.1106 0.0624 0.0600 0.140
H -0.67715 -0.10223 2.78831 0.1360 0.0487 -1.2969 0.167
H -1.62494 -0.18023 1.23909 -1.2389 0.1359 -1.2423 0.151
H 0.57688 0.49548 -2.16780 0.0526 0.0574 0.6790 0.237
H -0.06386 1.45419 -0.69579 0.2773 -2.1302 -0.9258 0.227
H -0.97331 0.01857 -1.50053 1.0578 0.5112 0.6276 0.225
H 2.23201 -2.25223 0.00211 -0.6324 1.6205 -0.7329 0.240

***

(6)
86
Properties=species:S:1:pos:R:3:forces:R:3:lowdin_charge:R:1 method="wB97M-V/def2-TZVPD" total_charge=+1 s_squared=2.060 gap_ev="7.37 / 5.98" spin_multiplicity=3 homo_energy_ev="-9.47 / -9.37"
Au 0.89351 -0.02800 -0.34873 -1.0648 0.3472 1.0028 0.542
C -2.34499 1.78262 0.26617 -0.0929 -0.7900 -0.3915 -0.230
C -2.79530 0.88552 -0.73120 0.8330 2.1487 0.4392 -0.183
C -2.59256 -0.28962 1.22596 -0.7399 -1.3478 -2.6574 -0.215
C -2.30234 1.07181 1.49521 0.1585 1.1080 -0.9630 -0.182
C -2.92844 -0.39726 -0.14577 0.5090 -1.2096 2.8013 -0.204
C -2.02375 3.21202 0.07062 -0.2622 0.8847 -0.0383 -0.057
H -1.59154 3.42376 -0.91891 -0.1434 -0.1355 0.1601 0.065
H -1.30605 3.58474 0.81341 -0.2137 -0.0836 -0.1280 0.045
H -2.93077 3.83166 0.16248 0.3072 0.0713 -0.0686 0.095
C -2.15756 1.64813 2.84194 0.0581 0.2326 0.2917 -0.026
H -1.85389 2.69646 2.82840 -0.0848 -0.0335 -0.0548 0.076
H -1.42644 1.10532 3.43923 -0.1170 -0.0629 0.0605 0.022
H -3.11704 1.58281 3.37072 0.0892 0.0327 0.0033 0.112
C -2.57053 -1.39455 2.20167 -0.2042 -0.4789 0.5748 -0.042
H -3.58136 -1.64729 2.54735 0.1359 -0.0659 0.0334 0.096
H -1.97840 -1.13173 3.08197 -0.1144 -0.0696 -0.0218 0.062
H -2.13830 -2.31499 1.78402 -0.0936 0.1305 0.0057 0.065
C -3.38987 -1.61335 -0.85042 -0.4103 -0.4574 -0.3521 -0.038
H -4.49393 -1.67962 -0.83349 0.3551 -0.0436 -0.0599 0.104
H -3.00761 -2.53104 -0.39180 -0.1361 0.1650 0.0312 0.056
H -3.08742 -1.62837 -1.91003 -0.0730 0.0434 0.2897 0.065
C -3.13093 1.24539 -2.12932 -0.3069 0.1505 -0.5625 -0.011
H -4.12077 1.75221 -2.17326 0.4959 -0.2805 -0.0121 0.113
H -3.17268 0.36486 -2.78331 -0.1229 0.2264 0.2388 0.054
H -2.40387 1.93155 -2.58794 -0.1420 -0.0485 0.2655 0.068
C 1.47560 0.70106 -3.34378 -0.2667 0.6381 0.1641 -0.165
C 0.41355 1.52042 -3.45773 0.6482 -0.3115 0.2433 -0.126
C -0.26759 1.75169 -4.77528 -0.2713 0.4879 -0.2001 -0.175
C -1.15089 0.61594 -5.37253 -0.4897 0.1010 -0.3922 -0.175
C -1.24088 -0.67285 -4.60845 0.9236 -0.8609 -0.0046 -0.111
C -0.19135 -1.51295 -4.47806 -0.9771 0.7269 -0.2065 -0.113
C 1.13615 -1.23064 -5.11559 0.2671 -0.2882 -0.2416 -0.182
C 2.00951 -0.10443 -4.48907 0.8030 -0.0886 -0.0558 -0.185
H 0.49782 2.01533 -5.52654 -0.1696 -0.1033 0.3147 0.116
H -0.77892 0.41727 -6.39312 -0.1663 -0.0652 0.3330 0.115
H -0.90241 2.64717 -4.67797 0.2621 -0.2691 -0.0373 0.108
H 2.29910 0.59536 -5.29357 -0.0292 -0.2381 0.2504 0.119
H 2.14242 0.68519 -2.45836 -0.7703 0.0935 -0.1806 0.057
H 0.04710 2.13255 -2.62561 0.3495 -0.2964 -0.0603 0.077
H 2.94212 -0.57126 -4.13394 -0.1904 0.2154 -0.2671 0.101
H 1.72160 -2.16635 -5.09944 -0.1728 0.4037 -0.1187 0.106
H -0.28760 -2.47407 -3.97447 -0.2059 0.1988 0.0059 0.086
H 0.99604 -0.97496 -6.18050 -0.0967 -0.1921 0.3555 0.114
H -2.17642 1.00228 -5.49956 0.4252 -0.1050 0.0083 0.110
H -2.22825 -0.94038 -4.24022 0.2393 -0.1203 0.1534 0.084
P 1.68547 2.04875 0.54272 0.0975 0.2294 -0.3809 0.697
C 1.32665 2.96686 2.08224 -0.1930 0.0359 0.3653 -0.255
H 2.14600 3.68529 2.23908 -0.1882 -0.1743 -0.2215 0.068
H 1.28201 2.34856 2.97939 0.0616 0.0391 -0.2302 -0.027
H 0.38402 3.52370 2.02874 0.2260 -0.1636 -0.1341 0.038
C 3.35366 1.39609 0.87497 0.1176 0.2670 0.0445 -0.283
H 3.99597 2.15697 1.32826 0.0742 -0.1599 -0.0948 0.055
H 3.78089 1.02680 -0.06335 0.0633 0.1082 0.1866 0.036
H 3.23546 0.54615 1.56018 0.1035 0.2347 -0.0883 0.036
C 1.82995 3.48123 -0.57931 0.1932 0.1594 -0.1394 -0.256
H 2.22720 3.18713 -1.55871 -0.0710 0.0645 0.2273 0.039
H 2.47577 4.25190 -0.12237 -0.2071 -0.3239 -0.2423 0.061
H 0.82888 3.91644 -0.73170 0.3232 -0.2089 0.0917 0.039
P 0.91561 -2.36664 -0.25636 0.1449 0.6423 0.2571 0.682
C -0.36962 -3.44683 -0.91205 -0.2912 -0.4619 -0.4346 -0.252
H 0.07730 -4.35530 -1.34234 -0.1095 0.1812 0.1495 0.066
H -0.96028 -2.94222 -1.68939 0.2597 -0.1139 0.2706 0.024
H -1.05161 -3.75023 -0.10035 0.2990 0.1941 -0.2693 0.048
C 2.47023 -2.53438 -1.17142 0.2709 -0.4730 -0.1109 -0.276
H 2.27027 -2.53419 -2.24865 0.1227 -0.1073 0.1552 0.042
H 3.01173 -3.43170 -0.84681 -0.0300 0.0931 -0.3824 0.055
H 3.07229 -1.64639 -0.93900 -0.0414 -0.3330 -0.0668 0.023
C 1.32624 -3.13443 1.35603 -0.0096 -0.0553 -0.0468 -0.274
H 1.68389 -4.16361 1.17914 -0.1148 0.3622 0.0388 0.069
H 0.44010 -3.17863 2.01044 0.3486 0.0399 -0.2836 0.044
H 2.11740 -2.54857 1.85172 -0.2987 -0.2659 -0.2600 0.045
Cl 0.41164 1.84232 5.34518 -0.2464 0.3388 0.0070 0.764
C 0.78083 0.18336 5.58080 0.6322 -1.3096 -0.6201 -0.591
C 1.07014 -0.25531 6.85874 0.1453 -0.5097 0.1618 -0.100
C 1.46808 -1.59759 7.06260 -0.1105 0.5801 -0.4373 -0.056
C 1.67668 -2.45322 5.97072 0.0172 0.1065 0.5993 -0.077
C 1.42721 -2.00762 4.69667 -0.7162 0.3507 -0.3541 -0.041
C 0.87027 -0.71577 4.43263 0.5243 0.3917 1.8598 -0.285
C 0.48942 -0.34377 3.15150 0.6316 -0.0572 -1.7128 0.002
H 1.00564 0.44542 7.70409 -0.0222 -0.4353 -0.4785 0.115
H 1.65837 -1.93949 8.06803 0.0212 -0.0346 0.0652 0.105
H 2.03966 -3.46908 6.13345 -0.0249 0.3358 -0.0240 0.113
H 1.66072 -2.62689 3.83535 -0.2094 -0.0223 0.3367 0.076
H 0.32847 -1.11501 2.38201 0.1527 0.5110 0.6345 0.016
H 0.65348 0.65041 2.72600 -0.6779 -0.4164 0.6095 0.001